Record 1
Below is an isolated molecule of C6H8N4O in a non-equilibrium geometry, with properties calculated with the ωB97M-V functional and the def2-TZVPD basis.

Calculated values
2S+1 = 1
HOMO-LUMO gap = 10.77 eV
Electronic energy = -14354.908 eV
Energy above the lowest of the compared OMol25 structures with the same formula, charge and spin = 434.1 kJ/mol
Total charge = 0
Max |F| = 2.8 eV/Å
SMILES string = [H]/N=C(\On1nccn1)C1CC1

Geometry (Å):
C: 3.00707 -2.74064 0.19583
C: 2.26663 -3.79119 -0.34985
C: -0.00100 -0.03141 0.19745
C: -1.66219 1.77127 0.91784
C: -1.52355 1.92648 -0.54132
C: -1.33896 0.52577 0.09881
N: 2.18457 -1.74289 0.36318
N: 0.96940 -3.45169 -0.36773
N: 0.99487 0.68716 0.23231
N: 0.99309 -2.21242 0.02630
O: -0.10241 -1.45301 0.16009
H: 3.99550 -2.39445 0.14918
H: 2.64858 -4.86117 -0.52245
H: -0.87724 2.33803 1.37233
H: -2.60522 1.68524 1.36424
H: -2.39994 2.16603 -1.15981
H: -0.63006 2.20803 -0.96565
H: -2.14844 -0.06248 -0.10100
H: 1.87911 0.18377 0.32337

***

Record 2
Below is C19H24ClLaN2O4P as an isolated structure in a non-equilibrium geometry, with properties calculated with the ωB97M-V functional and the def2-TZVPD basis.

Calculated values
2S+1 = 2
HOMO-LUMO gap (spin up / spin down) = 8.58 / 4.67 eV
⟨S²⟩ = 0.7744
Electronic energy = -53919.649 eV
Total charge = +2
Max |F| = 3.1 eV/Å

Geometry (Å):
C: -1.30505 2.59969 -2.25412
C: -0.74732 1.36054 -2.96534
N: -0.50445 0.24694 -2.22246
C: -0.31106 -0.97599 -2.79473
C: -0.04020 -1.01659 -4.16166
C: -0.16874 0.15192 -4.92462
C: -0.57080 1.36139 -4.34585
C: -0.78060 -2.33290 -2.13023
P: -0.41716 -2.56880 -0.28711
H: -0.78534 2.27710 -4.90221
H: 0.10678 -1.97934 -4.63952
H: -0.00584 0.12451 -6.00002
C: 0.63627 3.07314 -0.90382
C: -1.50936 3.70387 -0.06590
H: -0.44124 -3.17583 -2.79680
H: -2.40608 2.52777 -2.23342
H: -1.02745 3.50074 -2.82731
C: 1.23639 -3.35336 -0.18574
C: -1.50534 -4.00316 -0.06242
H: 1.58104 -3.62226 0.83711
H: 1.23813 -4.24658 -0.82955
H: 1.98882 -2.63934 -0.54851
H: -1.86344 -4.08216 0.97095
H: -2.34946 -3.83078 -0.73637
H: -0.99528 -4.92281 -0.36786
H: -1.39890 4.69840 -0.50114
H: -2.58405 3.48727 -0.05145
H: -1.08287 3.76235 0.94974
H: 0.79399 4.03430 -1.42013
H: 1.03754 3.14550 0.11287
H: 1.23869 2.30350 -1.38966
C: -1.10466 -1.84214 2.33643
O: -1.11059 -2.28089 3.37908
La: -1.30474 0.23168 0.27051
O: -3.43743 0.17837 -0.17907
H: -1.86647 -2.38195 -2.27301
H: -3.85577 -0.39195 -0.92583
N: -0.78837 2.72185 -0.88083
Cl: 1.03967 0.77942 7.16748
C: 1.56126 0.59586 5.53749
C: 2.25206 -0.56113 5.12289
C: 2.56181 -0.74744 3.76640
C: 2.12745 0.19812 2.81760
C: 1.58525 1.41645 3.23172
C: 1.28958 1.59831 4.58835
C: 2.11459 -0.18825 1.35469
O: 3.00477 -0.94481 0.98072
O: 1.08775 0.26775 0.66654
H: 2.50482 -1.31100 5.87077
H: 3.14386 -1.63039 3.46575
H: 1.37432 2.19389 2.48690
H: 0.76318 2.48923 4.89272

***

Record 3
Below is C32H23F5MgN3S2SbSe as an isolated structure, with properties calculated with the ωB97M-V functional and the def2-TZVPD basis.

Calculated values
2S+1 = 1
HOMO-LUMO gap = 6.86 eV
Electronic energy = -150615.798 eV
Energy above the lowest of the compared OMol25 structures with the same formula, charge and spin = 0.0 kJ/mol
Total charge = 0
Max |F| = 0.3 eV/Å

Geometry (Å):
Mg: -0.69691 -0.01587 0.62069
C: 3.85121 3.39655 1.28161
S: 2.16421 3.67972 1.84418
C: 1.30419 2.35502 1.10672
S: -0.32803 2.20789 1.63308
N: 1.98170 1.57883 0.29275
N: 1.25450 0.51287 -0.14631
C: 1.79211 -0.25034 -1.01540
C: 1.05261 -1.45221 -1.40550
C: 1.57040 -2.37493 -2.30007
C: 0.82796 -3.50805 -2.58918
C: -0.40276 -3.68420 -1.97866
C: -0.85007 -2.71442 -1.09512
N: -0.14284 -1.62173 -0.81405
H: 4.45078 4.19414 1.71834
H: 3.91283 3.43732 0.19783
H: 4.20792 2.43157 1.63726
H: 2.77890 -0.04947 -1.42280
H: 2.54323 -2.20748 -2.74203
H: 1.20956 -4.24827 -3.28039
H: -1.01129 -4.55575 -2.17374
H: -1.79705 -2.80696 -0.57410
F: -6.26814 0.39626 -3.23002
C: -5.51094 0.08769 -2.17626
C: -4.20423 0.52832 -2.10409
F: -3.68887 1.26766 -3.08880
C: -3.44550 0.19085 -1.00222
F: -2.16063 0.66831 -0.98799
C: -3.90738 -0.57803 0.05369
Se: -2.84868 -1.05959 1.55883
C: -5.23000 -1.00118 -0.05821
F: -5.77264 -1.74761 0.90508
C: -6.02273 -0.67925 -1.14443
F: -7.28338 -1.10881 -1.21048
C: 4.09077 -4.11011 -0.42003
C: 2.98861 -4.71993 0.16530
C: 2.18329 -4.00577 1.04299
C: 2.47063 -2.67610 1.34492
C: 3.57412 -2.06842 0.74695
C: 4.38421 -2.78494 -0.12642
Sb: 1.12055 -1.54579 2.54873
C: 0.57837 -3.10701 3.88442
C: 1.44304 -3.60602 4.85592
C: 1.04289 -4.65093 5.67588
C: -0.22324 -5.20531 5.53089
C: -1.09083 -4.71232 4.56780
C: -0.69172 -3.66347 3.74721
C: 2.57508 -0.46656 3.66222
C: 2.26348 0.82505 4.08090
C: 3.19449 1.57527 4.79048
C: 4.43905 1.04066 5.08636
C: 4.75704 -0.24785 4.67315
C: 3.83005 -0.99695 3.96366
H: 4.72493 -4.66918 -1.09677
H: 2.75949 -5.75532 -0.05474
H: 1.33336 -4.49705 1.50547
H: 3.81130 -1.03248 0.96849
H: 5.24785 -2.30771 -0.57375
H: 2.42922 -3.17501 4.98228
H: 1.71781 -5.03168 6.43220
H: -0.53382 -6.01910 6.17377
H: -2.08105 -5.13553 4.45694
H: -1.38111 -3.28024 3.00119
H: 1.30100 1.26249 3.84162
H: 2.94265 2.58179 5.09883
H: 5.16446 1.62630 5.63692
H: 5.72859 -0.66812 4.90154
H: 4.09501 -1.99496 3.63204

***

Record 4
Below is a 2-piece molecular cluster, C5H11N2O overall, with properties calculated with the ωB97M-V functional and the def2-TZVPD basis.

Calculated values
2S+1 = 1
HOMO-LUMO gap = 11.10 eV
Electronic energy = -10383.548 eV
Energy above the lowest of the compared OMol25 structures with the same formula, charge and spin = 198.5 kJ/mol
Total charge = +1
Max |F| = 0.7 eV/Å

Geometry (Å):
C: 0.87152 2.29197 0.07332
C: -1.20299 -1.39587 0.69198
C: -0.83335 -1.44569 -0.77749
C: 0.18633 -1.23249 0.26510
C: 1.46623 -1.11907 0.50466
N: 1.01936 1.95556 1.34741
N: -1.23244 -0.28703 -1.60184
O: 0.09911 1.77197 -0.71658
H: -1.75191 -0.53461 1.04402
H: -1.49317 -2.31737 1.17399
H: -0.88160 -2.38709 -1.31036
H: 2.18249 -1.10035 -0.29928
H: 1.85663 -1.05114 1.50600
H: 1.49912 3.13360 -0.24400
H: 1.65184 2.45442 1.95066
H: 0.47465 1.21150 1.75849
H: -2.25204 -0.18603 -1.64975
H: -0.86447 -0.35327 -2.55465
H: -0.79530 0.59101 -1.16168

***

Record 5
Below is a 2-piece molecular cluster, C11H14O3S overall in a non-equilibrium geometry, with properties calculated with the ωB97M-V functional and the def2-TZVPD basis.

Calculated values
2S+1 = 3
HOMO-LUMO gap (spin up / spin down) = 7.45 / 8.22 eV
⟨S²⟩ = 2.0059
Electronic energy = -28604.087 eV
Energy above the lowest of the compared OMol25 structures with the same formula, charge and spin = 273.0 kJ/mol
Total charge = 0
Max |F| = 6.0 eV/Å

Geometry (Å):
C: -1.13722 -1.03904 1.73470
C: 0.12006 -1.48992 1.38217
C: -0.21445 -0.90455 -0.97057
C: -2.00112 -0.59155 0.69181
C: -1.53459 -0.66003 -0.65218
C: 0.56590 -1.42272 0.05378
C: 2.83077 0.86349 0.86776
C: -3.56741 0.84110 -0.02925
C: -3.64252 -0.00671 -1.37709
C: 1.93654 1.98516 0.93153
C: 4.04746 0.88122 0.00102
O: 2.61943 -1.03583 -1.63995
O: -3.17441 0.03237 0.99786
O: -2.34842 -0.39692 -1.69478
S: 2.34191 -1.77977 -0.46941
H: -1.71516 -1.17128 2.73956
H: 0.66729 -1.99710 2.16967
H: 0.08465 -0.78036 -2.00899
H: -2.80810 1.68810 -0.20891
H: -4.55065 1.07015 0.17047
H: -4.27300 -0.94534 -1.39517
H: -3.94354 0.64232 -2.24480
H: 1.48817 2.19519 1.91622
H: 2.39209 2.91066 0.55698
H: 1.30319 1.65302 0.14018
H: 4.41347 1.86152 -0.30369
H: 3.65584 0.34853 -0.87145
H: 4.78734 0.23705 0.39634
H: 1.65650 -2.98877 -0.88385

***

Record 6
Below is an isolated molecule of C3H5NO4 in a non-equilibrium geometry, with properties calculated with the ωB97M-V functional and the def2-TZVPD basis.

Calculated values
2S+1 = 1
HOMO-LUMO gap = 9.90 eV
Electronic energy = -12868.301 eV
Energy above the lowest of the compared OMol25 structures with the same formula, charge and spin = 441.4 kJ/mol
Total charge = 0
Max |F| = 7.9 eV/Å
SMILES string = NC(C(=O)O)C(=O)O

Geometry (Å):
C: -0.06849 0.28004 0.47294
C: -1.31368 0.82573 -0.20277
C: 1.37680 0.64842 -0.23629
H: -0.69340 -1.51473 1.16383
H: 1.01239 -1.55541 0.35066
H: -0.25556 0.98456 1.38593
H: -2.07068 -1.10958 -0.14207
H: 1.39930 -0.77544 -1.64852
N: 0.01524 -1.15047 0.47651
O: -2.26199 -0.17115 -0.65283
O: -1.17227 2.13785 -0.33315
O: 2.21162 -0.23832 -0.94452
O: 1.82074 1.63849 0.31028

***

Q: Which of these has the lowest max |F|?
A: C32H23F5MgN3S2SbSe

***

Q: Among the records above, which one has the highest max |F|?
A: C3H5NO4